The following is a DFT calculation (the ωB97M-V functional and the def2-TZVPD basis) of a cluster of 6 separate species, C36H39BO6 in total.

orbital gap = 9.644 eV
total charge = 0
lowest unoccupied orbital energy = 0.0080 Eh
E_HOMO = -9.4270 eV
M = 578.514 g/mol
structure (SMILES) = CB(O)[C@H]1OC(=O)O[C@H]1CC(=O)O.c1ccccc1.c1ccccc1.c1ccccc1.c1ccccc1.c1ccccc1

Each line ends with the Löwdin charge.
Positions of all 82 atoms, in Å:
C1 -0.42941 0.09499 -0.94369  0.02
B1 -0.44573 1.65173 -1.01685  -0.42
O1 0.23721 2.37299 -0.04416  0.11
C2 -1.17291 2.54098 -2.11904  -0.12
O2 -1.20912 2.06469 -3.48187  0.08
C3 -2.29895 2.58133 -4.07689  -0.57
O3 -2.70040 2.28939 -5.14878  0.19
O4 -2.86182 3.52145 -3.25561  0.10
C4 -2.58600 3.10196 -1.91725  -0.22
C5 -3.71392 2.29480 -1.27958  0.00
C6 -3.87109 0.81318 -1.51949  -0.50
O5 -4.68317 0.16500 -0.90244  0.10
O6 -3.08810 0.29484 -2.46549  0.13
H1 -0.47625 -0.38127 -1.92154  0.07
H2 0.45071 -0.27205 -0.41687  0.07
H3 -1.29272 -0.22158 -0.34726  0.08
H4 1.14321 2.49760 -0.36001  0.10
H5 -0.55314 3.44581 -2.15615  0.16
H6 -2.47480 3.98865 -1.29461  0.16
H7 -3.68507 2.43645 -0.20060  0.13
H8 -4.65620 2.72772 -1.62235  0.15
H9 -2.96066 -0.65169 -2.29938  0.12
C7 4.46012 -1.87577 -1.88852  -0.10
C8 5.18558 -0.98188 -1.11227  -0.10
C9 4.87221 0.36944 -1.13356  -0.09
C10 3.82627 0.82522 -1.92379  -0.10
C11 3.10087 -0.06904 -2.69964  -0.10
C12 3.41990 -1.41943 -2.68595  -0.09
H10 4.70649 -2.92972 -1.87217  0.10
H11 5.99493 -1.33947 -0.48882  0.11
H12 5.44243 1.06721 -0.53429  0.09
H13 3.58075 1.88059 -1.93835  0.10
H14 2.28543 0.28894 -3.31636  0.10
H15 2.85641 -2.11543 -3.29362  0.10
C13 2.88641 2.68261 2.01456  -0.10
C14 4.25341 2.87726 2.15545  -0.09
C15 4.72918 3.89702 2.96759  -0.10
C16 3.83668 4.71683 3.64345  -0.10
C17 2.46962 4.51875 3.50558  -0.09
C18 1.99206 3.50354 2.68875  -0.09
H16 2.51629 1.88420 1.38304  0.09
H17 4.94842 2.23211 1.63361  0.09
H18 5.79491 4.05192 3.07474  0.10
H19 4.20700 5.51003 4.27977  0.10
H20 1.77496 5.15692 4.03601  0.10
H21 0.92708 3.34968 2.57542  0.10
C19 -5.61522 3.06353 4.05772  -0.10
C20 -5.50912 2.68997 2.72513  -0.10
C21 -5.01441 1.43664 2.39039  -0.09
C22 -4.63047 0.55472 3.39134  -0.09
C23 -4.73843 0.92675 4.72389  -0.10
C24 -5.22834 2.18201 5.05705  -0.10
H22 -6.00049 4.04101 4.31761  0.10
H23 -5.81532 3.37685 1.94578  0.10
H24 -4.92685 1.14403 1.35170  0.07
H25 -4.24852 -0.42398 3.13094  0.10
H26 -4.44110 0.23786 5.50388  0.10
H27 -5.30952 2.47297 6.09630  0.10
C25 -2.65304 -3.50295 -3.11663  -0.11
C26 -1.97218 -4.03778 -4.20155  -0.09
C27 -2.68142 -4.60168 -5.25156  -0.09
C28 -4.06929 -4.62396 -5.21938  -0.09
C29 -4.74866 -4.08604 -4.13593  -0.09
C30 -4.03881 -3.52794 -3.08240  -0.10
H28 -2.09875 -3.06797 -2.29188  0.09
H29 -0.89041 -4.01545 -4.22815  0.10
H30 -2.15293 -5.02317 -6.09649  0.10
H31 -4.62157 -5.06031 -6.04126  0.10
H32 -5.83016 -4.10105 -4.11186  0.10
H33 -4.56640 -3.11126 -2.23305  0.10
C31 4.03536 -2.82264 3.13937  -0.09
C32 4.19065 -3.10977 1.79032  -0.10
C33 4.73105 -4.32608 1.39752  -0.10
C34 5.11088 -5.25837 2.35289  -0.10
C35 4.95334 -4.97203 3.70155  -0.10
C36 4.41814 -3.75336 4.09495  -0.10
H34 3.61626 -1.87276 3.44568  0.10
H35 3.89029 -2.38500 1.04441  0.08
H36 4.85603 -4.54859 0.34521  0.09
H37 5.52929 -6.20826 2.04633  0.10
H38 5.24809 -5.69934 4.44674  0.10
H39 4.29911 -3.52903 5.14699  0.10